# 1
{"formula": "C4H7Cl2N", "method": "ωB97M-V/def2-TZVPD", "e_lumo_ev": 0.8, "molar_mass_g_mol": 140.01, "spin_multiplicity": 1, "e_above_lowest_ev": 2.139, "orbital_gap_ev": 9.92, "total_energy_ev": -30794.0317, "e_homo_ev": -9.08, "species": ["C", "C", "C", "C", "N", "Cl", "Cl", "H", "H", "H", "H", "H", "H", "H"], "xyz": [[2.716816, -0.627557, -0.761885], [1.433256, -0.698716, -0.982807], [-2.264378, 0.661971, 0.609495], [0.052820, 0.366625, 0.190351], [-1.190131, -0.203100, 0.136385], [0.575238, -1.568992, -2.143605], [0.885043, 0.357830, 1.781597], [3.424327, -1.178374, -1.364427], [3.117516, -0.022348, 0.030470], [-3.214133, 0.149688, 0.477043], [-2.141538, 0.935918, 1.664838], [-2.270030, 1.576517, 0.015735], [0.108139, 1.365881, -0.228804], [-1.232943, -1.115344, 0.575614]], "forces_ev_per_angstrom": [[0.388, -0.136, -0.167], [-3.157, 2.171, 2.332], [-0.055, 0.105, 0.060], [3.331, -1.823, -2.015], [-0.254, -0.206, 0.026], [-0.033, -0.348, -0.455], [-0.072, 0.190, 0.201], [0.035, -0.091, -0.123], [-0.070, 0.157, 0.254], [-0.047, 0.044, -0.008], [-0.066, -0.021, -0.063], [-0.067, -0.031, -0.005], [-0.085, -0.049, 0.089], [0.152, 0.037, -0.125]]}

=====

# 2
{"formula": "C4H7ClF3N", "method": "ωB97M-V/def2-TZVPD", "e_lumo_ev": 0.9, "molar_mass_g_mol": 161.55, "spin_multiplicity": 1, "smiles": "CN(C)C(F)(F)[C@@H](F)Cl", "e_above_lowest_ev": 0.358, "orbital_gap_ev": 10.39, "total_energy_ev": -26425.0710, "e_homo_ev": -9.51, "species": ["C", "N", "C", "C", "F", "F", "C", "F", "Cl", "H", "H", "H", "H", "H", "H", "H"], "xyz": [[-1.299916, 0.673713, 1.217693], [-0.486447, -0.255640, 0.504410], [-1.212653, -0.909010, -0.569756], [0.826444, 0.559845, -0.158026], [1.212575, 1.430115, 0.775062], [0.426287, 1.218904, -1.245149], [1.945233, -0.265497, -0.611216], [3.094056, 0.489870, -0.534869], [2.277471, -1.767772, 0.344074], [-0.737805, 1.037632, 2.161667], [-1.732330, 1.503773, 0.569344], [-2.050794, 0.067491, 1.782975], [-1.749447, -0.209605, -1.243207], [-0.414052, -1.354891, -1.169892], [-1.833070, -1.635384, -0.229252], [1.734453, -0.583545, -1.593853]], "forces_ev_per_angstrom": [[-0.018, 0.747, 2.464], [3.231, 1.386, -1.605], [2.760, 2.401, -1.876], [-4.397, -1.087, 3.052], [0.012, 0.131, -0.023], [-0.459, 0.984, -0.644], [2.432, -1.767, 1.423], [-0.602, -0.243, -0.560], [-0.418, 0.755, -0.346], [-0.581, 0.114, -1.903], [0.273, -0.845, 1.023], [-0.120, 0.491, -1.077], [0.021, -0.173, 0.365], [-0.470, -0.458, -0.247], [-1.878, -2.111, 1.191], [0.215, -0.324, -1.236]]}

=====

# 3
{"formula": "C4H7ClINO", "method": "ωB97M-V/def2-TZVPD", "e_lumo_ev": 0.4, "molar_mass_g_mol": 247.46, "spin_multiplicity": 1, "smiles": "C/C(O)=C(\\I)[C@H](N)Cl", "e_above_lowest_ev": 0.669, "orbital_gap_ev": 8.90, "total_energy_ev": -28420.9678, "e_homo_ev": -8.47, "species": ["C", "C", "O", "C", "I", "C", "N", "Cl", "H", "H", "H", "H", "H", "H", "H"], "xyz": [[0.229933, -1.292436, 1.977147], [0.382682, -0.799254, 0.595746], [1.238235, -1.463773, -0.227491], [-0.278402, 0.268937, 0.108456], [-1.401111, 1.584925, 1.379084], [-0.241457, 0.737248, -1.360442], [-0.066276, 2.011009, -1.658794], [-1.987232, 0.134779, -1.965050], [-0.568312, -0.825033, 2.486855], [1.141086, -0.848611, 2.540059], [0.218766, -2.344851, 2.104137], [1.581976, -2.302664, 0.143097], [0.445661, 0.148028, -1.857530], [0.141948, 2.203912, -2.665648], [-0.837497, 2.787786, -1.599626]], "forces_ev_per_angstrom": [[2.797, 1.878, 1.088], [-0.989, 0.493, -0.569], [0.393, -0.637, -0.206], [0.134, 1.068, -0.358], [0.401, -0.640, -0.527], [-2.608, -2.572, 2.889], [-0.721, 6.572, -2.728], [0.320, -0.154, -0.282], [-1.112, 0.160, 0.288], [-1.074, -1.042, -0.620], [-0.016, -1.032, -0.110], [-0.549, 0.832, -0.025], [1.195, -1.377, -1.164], [0.395, -0.995, 1.125], [1.434, -2.554, 1.198]]}

=====

# 4
{"formula": "C4H7ClN2", "method": "ωB97M-V/def2-TZVPD", "e_lumo_ev": 0.7, "molar_mass_g_mol": 118.57, "spin_multiplicity": 1, "smiles": "[H]/N=C(\\NCl)C(=C)C", "e_above_lowest_ev": 2.992, "orbital_gap_ev": 10.39, "total_energy_ev": -19761.7405, "e_homo_ev": -9.65, "species": ["H", "N", "C", "N", "Cl", "C", "C", "C", "H", "H", "H", "H", "H", "H"], "xyz": [[-1.834912, -1.969419, -0.463336], [-0.970027, -1.544838, -0.257204], [-0.829373, -0.312005, -0.029134], [-1.756642, 0.740724, -0.097174], [-3.328837, 0.148656, 0.152904], [0.567017, 0.151016, -0.005701], [0.851330, 1.442860, -0.188994], [1.600078, -0.810788, 0.261042], [-1.571177, 1.563827, 0.400047], [1.756408, 1.843532, -0.189382], [-0.033739, 2.002630, -0.474058], [1.750894, -1.077815, 1.316814], [1.341086, -1.776665, -0.287067], [2.457890, -0.401720, -0.138756]], "forces_ev_per_angstrom": [[-1.515, 0.085, 0.076], [0.961, 0.016, 0.387], [0.547, 0.167, -1.354], [-0.902, -2.504, -0.721], [-0.622, 0.468, 0.035], [-0.159, 1.910, 0.994], [-4.981, -2.030, -0.474], [-0.601, -3.384, 0.080], [0.136, 0.969, 1.077], [3.796, 1.638, -0.017], [0.734, 0.811, -0.022], [-0.200, 0.182, -0.231], [0.522, 1.187, 0.769], [2.284, 0.485, -0.601]]}